No. 1
DFT (ωB97M-V with the def2-TZVPD basis set) results for a structure of composition C51H50CrN7O14Se.

Last column: Löwdin charge in e.
Geometry (Å):
Cr: -1.098077 0.480581 0.292831  0.86
C: 2.552696 -1.545181 -4.133083  -0.05
C: 2.272392 -2.133685 -2.745540  -0.37
C: 1.832187 -3.591134 -2.896846  -0.07
C: 3.484485 -1.939210 -1.875118  -0.15
C: 4.591221 -2.760923 -2.031987  -0.06
C: 5.766051 -2.534358 -1.335013  -0.11
C: 5.831358 -1.462523 -0.460190  -0.07
C: 4.745973 -0.622499 -0.258373  -0.13
C: 4.868704 0.542663 0.702475  -0.36
C: 5.532960 0.145001 2.024057  -0.09
C: 5.640324 1.692936 0.043745  -0.06
C: 3.541810 -0.834163 -0.986571  -0.16
N: 2.441600 -0.049475 -0.723799  0.12
C: 2.352699 1.225199 -1.031267  -0.51
O: 3.013186 1.811038 -1.918481  -0.04
C: 1.514515 2.115955 -0.115354  -0.13
C: 1.974051 3.425163 -0.025459  0.01
C: 1.404374 4.302153 0.878670  -0.02
C: 0.424808 3.838389 1.735666  0.02
C: 0.000883 2.533233 1.599141  -0.20
N: 0.507659 1.695684 0.673130  0.08
C: -0.834351 1.843618 2.649410  -0.50
O: -1.055077 2.372765 3.721029  0.10
N: -1.096653 0.537516 2.321357  0.02
C: -1.058406 -0.356496 3.424840  -0.12
C: -2.151258 -1.188388 3.732886  -0.12
C: -2.108312 -2.008667 4.856594  -0.06
C: -1.014754 -2.036611 5.695478  -0.09
C: 0.082599 -1.258814 5.375986  -0.06
C: 0.100139 -0.437282 4.256922  -0.11
C: 1.414415 0.289192 4.000739  -0.35
C: 2.590516 -0.694801 3.922882  -0.06
C: 1.709426 1.340674 5.078622  -0.05
C: -3.427257 -1.196087 2.916678  -0.36
C: -3.789853 -2.629729 2.498826  -0.06
C: -4.580149 -0.569539 3.707495  -0.05
H: 1.656558 -1.606567 -4.755845  0.08
H: 3.358853 -2.101051 -4.619422  0.08
H: 2.857845 -0.500637 -4.053402  0.08
H: 1.459201 -1.578390 -2.284499  0.11
H: 2.503430 -4.140915 -3.562196  0.07
H: 0.826826 -3.610734 -3.323349  0.08
H: 1.808104 -4.096102 -1.932946  0.06
H: 4.543512 -3.590004 -2.730808  0.10
H: 6.627003 -3.175798 -1.484994  0.08
H: 6.757170 -1.279691 0.074794  0.10
H: 3.861669 0.899993 0.930802  0.12
H: 6.580908 -0.123539 1.875556  0.06
H: 5.020528 -0.703767 2.480348  0.06
H: 5.500817 0.983880 2.723361  0.08
H: 6.644746 1.363684 -0.235785  0.07
H: 5.728163 2.538799 0.732093  0.07
H: 5.118577 2.022274 -0.854511  0.07
H: 2.780827 3.713073 -0.683487  0.11
H: 1.746352 5.327918 0.938407  0.11
H: -0.058016 4.450863 2.482318  0.12
H: -2.964739 -2.627411 5.098286  0.10
H: -1.013834 -2.654485 6.585838  0.09
H: 0.955283 -1.290323 6.018176  0.10
H: 1.359675 0.793612 3.039097  0.11
H: 2.836140 -1.098579 4.906740  0.08
H: 3.474372 -0.178789 3.542270  0.05
H: 2.361674 -1.528266 3.257707  0.05
H: 1.810776 0.869263 6.059570  0.07
H: 0.901306 2.065484 5.121933  0.07
H: 2.642531 1.862062 4.848789  0.08
H: -3.274494 -0.566978 2.043993  0.08
H: -4.181485 -3.191726 3.349284  0.07
H: -2.920470 -3.161029 2.111490  0.07
H: -4.565283 -2.628593 1.728562  0.05
H: -4.666613 -1.019469 4.699466  0.07
H: -5.522984 -0.709158 3.171876  0.08
H: -4.405548 0.501326 3.801586  0.08
O: -7.354948 2.863185 -0.891476  0.12
C: -7.572357 1.606978 -1.252544  -0.51
O: -8.674897 1.189695 -1.528126  0.08
C: -6.329504 0.778744 -1.251459  -0.14
C: -5.217432 1.229682 -1.950659  -0.01
C: -3.978937 0.680473 -1.714424  0.00
C: -3.842956 -0.336209 -0.776424  -0.23
C: -4.984883 -0.904167 -0.214504  -0.01
C: -6.223183 -0.333939 -0.436206  0.01
N: -2.566514 -0.740706 -0.320356  0.04
C: -2.323816 -1.995387 -0.258529  -0.05
C: -1.036393 -2.369257 0.259007  -0.22
C: -0.596238 -3.675279 0.432164  -0.01
C: 0.669226 -3.894667 0.938880  -0.05
C: 1.442349 -2.798395 1.291091  -0.02
C: 0.924779 -1.528779 1.114212  -0.09
N: -0.279874 -1.307228 0.588981  0.05
H: -6.394499 3.005515 -0.620913  0.11
H: -5.309034 2.068964 -2.624916  0.13
H: -3.114414 1.096807 -2.199752  0.11
H: -4.885298 -1.709812 0.500319  0.07
H: -7.098574 -0.702144 0.083150  0.12
H: -3.029778 -2.728953 -0.632391  0.16
H: -1.250173 -4.491900 0.156426  0.12
H: 1.051463 -4.898976 1.063474  0.11
H: 2.439919 -2.926597 1.686287  0.11
H: 1.484395 -0.653266 1.395601  0.10
O: -1.418350 -0.906303 -2.915686  0.05
C: -0.864626 0.180931 -2.751437  -0.59
O: -0.503309 0.727543 -1.657360  -0.07
C: -0.569818 0.996455 -3.996333  -0.07
C: -1.492640 0.932460 -5.027863  0.08
C: -1.241342 1.596510 -6.222894  -0.12
C: -0.066077 2.299754 -6.412351  0.08
C: 0.842737 2.350883 -5.370825  -0.11
C: 0.600268 1.731982 -4.148423  0.11
N: 2.101823 3.044366 -5.607515  -0.35
O: 2.183887 3.749528 -6.605403  0.05
O: 3.004457 2.880621 -4.819555  0.11
N: -2.195989 1.516515 -7.310547  -0.36
O: -1.911079 2.048106 -8.370148  0.06
O: -3.235537 0.917679 -7.119026  0.08
H: -2.398739 0.354880 -4.912076  0.13
H: 0.143075 2.783575 -7.352352  0.12
H: 1.330182 1.814616 -3.344539  0.11
O: -4.407422 3.501518 -0.042428  -0.47
Se: -3.307978 2.788569 0.925815  0.79
O: -3.946548 1.530853 1.691876  -0.43
O: -2.045116 2.145714 -0.010643  -0.49
O: -2.676543 3.916390 1.869363  -0.43

Forces on the atoms, in the same order (eV/Å):
Cr 0.04 1.46 0.37
C -0.21 0.16 0.11
C 0.04 -0.11 -0.17
C -0.05 0.19 0.04
C 0.07 0.28 0.23
C 0.03 -0.07 0.05
C 0.08 -0.06 -0.06
C 0.00 -0.05 0.03
C -0.25 0.03 -0.13
C 0.21 0.00 0.02
C -0.02 0.00 -0.12
C -0.15 0.02 0.04
C 0.42 -0.09 -0.24
N -0.81 0.12 0.78
C 0.65 -0.62 -0.37
O -0.21 0.22 0.01
C -0.12 0.11 -0.08
C 0.01 0.03 -0.04
C -0.06 -0.11 0.12
C -0.31 0.13 0.11
C 0.66 -0.19 -0.02
N 0.62 0.56 -0.09
C 0.17 0.00 0.54
O 0.28 -0.12 -0.02
N 0.31 0.03 -0.70
C -0.02 -0.29 0.27
C -0.03 0.13 -0.09
C 0.03 -0.11 0.10
C 0.01 0.00 -0.01
C -0.05 0.00 0.02
C -0.12 -0.01 -0.22
C -0.03 -0.03 0.11
C -0.07 0.15 -0.10
C -0.11 0.00 -0.20
C -0.07 -0.12 0.07
C 0.00 0.11 0.09
C 0.11 0.12 -0.13
H 0.00 0.02 -0.08
H 0.01 0.00 -0.01
H 0.00 0.04 0.00
H -0.16 0.13 0.02
H -0.03 -0.05 0.02
H 0.02 -0.10 -0.05
H -0.03 -0.09 0.10
H -0.03 0.00 0.00
H -0.01 0.00 0.02
H -0.02 0.02 0.03
H 0.01 -0.04 0.00
H 0.02 0.00 0.03
H 0.16 -0.01 -0.07
H 0.02 0.00 0.04
H 0.03 0.00 0.03
H 0.03 0.02 -0.01
H 0.03 0.01 -0.03
H -0.03 -0.02 -0.02
H 0.00 0.01 -0.01
H -0.01 -0.02 0.03
H -0.05 0.04 -0.06
H 0.01 -0.03 -0.02
H 0.02 0.01 -0.02
H -0.06 0.12 -0.07
H -0.01 -0.03 0.01
H -0.14 -0.05 0.12
H 0.11 0.06 0.17
H 0.02 -0.01 -0.01
H -0.07 0.10 0.03
H 0.00 -0.01 0.02
H -0.05 -0.01 -0.01
H 0.03 -0.07 0.01
H 0.02 -0.11 0.01
H 0.11 -0.23 0.44
H -0.03 -0.06 0.02
H 0.00 0.05 0.00
H -0.05 -0.02 0.04
O 0.86 0.63 0.28
C -0.13 -0.64 -0.15
O 0.17 0.23 0.15
C 0.06 0.04 -0.13
C -0.09 -0.01 0.09
C 0.30 -0.11 0.08
C -0.74 0.15 -0.24
C 0.22 0.08 0.09
C -0.14 -0.03 -0.05
N -0.52 -0.80 0.07
C -0.21 0.31 -0.39
C 0.47 -0.16 0.21
C -0.27 0.01 -0.18
C 0.11 0.16 0.02
C -0.12 -0.29 -0.14
C 0.17 0.29 0.10
N 0.42 -0.99 -0.16
H -0.70 -0.07 -0.10
H 0.05 0.09 0.02
H 0.13 0.07 0.07
H -0.07 0.34 -0.34
H 0.00 -0.01 0.01
H 0.00 -0.06 0.03
H 0.00 -0.01 0.00
H -0.02 -0.02 0.00
H -0.01 0.05 -0.03
H -0.01 0.01 -0.10
O 0.11 0.11 0.00
C 0.10 -0.40 0.20
O 0.02 -0.11 0.27
C -0.03 0.04 -0.06
C -0.17 -0.02 -0.36
C 0.64 -0.02 0.83
C 0.04 0.12 -0.24
C -0.75 -0.48 0.12
C 0.27 0.15 0.01
N 0.65 0.39 -0.09
O -0.14 -0.05 0.00
O -0.20 -0.08 0.03
N -0.45 -0.03 -0.51
O 0.12 0.06 0.04
O 0.00 -0.04 0.12
H 0.04 -0.05 0.05
H 0.01 0.03 0.00
H 0.03 -0.06 -0.05
O -0.31 -0.31 -0.75
Se -1.29 1.08 -0.20
O -0.34 -0.77 0.37
O 0.18 -0.74 -0.42
O 0.63 0.34 0.41

Frontier orbital gap (spin up / spin down): 6.13 / 6.12 eV
DFT total energy: -6855.991411 hartree
2S+1: 2
LUMO energy (spin up / spin down): 0.1070 / 0.1070 hartree
Net charge: -2
F_max: 0.0330 Eh/bohr
Energy relative to the best compared isomer or geometry (same formula, charge and spin): 0.0 kcal/mol

=====

No. 2
DFT (ωB97M-V with the def2-TZVPD basis set) results for a structure of composition C23H62AsF6O22S8.

Last column: Löwdin charge in e.
Geometry (Å):
As: -9.327160 -15.761380 -23.157390  1.00
F: -9.957680 -14.440630 -22.081370  -0.30
F: -9.768200 -17.003450 -21.926330  -0.28
F: -8.558470 -17.007840 -24.138350  -0.26
F: -8.832950 -14.475080 -24.286000  -0.28
F: -7.725880 -15.465640 -22.271610  -0.32
F: -10.896700 -15.887030 -24.219760  -0.31
O: -9.519890 -20.666530 -20.543410  -0.32
S: -10.491490 -19.823510 -19.771010  0.74
O: -11.788310 -19.388390 -20.321240  -0.32
O: -10.804210 -20.722250 -18.388080  -0.32
C: -12.124010 -20.585900 -17.869130  -0.27
C: -12.234120 -21.242620 -16.428200  -0.05
C: -9.649360 -18.391390 -18.802260  -0.07
H: -12.581720 -21.115120 -18.704910  0.11
H: -12.397950 -19.534440 -17.782640  0.11
H: -11.962390 -22.272620 -16.197180  0.07
H: -13.267610 -21.083710 -16.120390  0.07
H: -11.601000 -20.596460 -15.820140  0.07
H: -8.871450 -18.840940 -18.185120  0.07
H: -10.299430 -17.874850 -18.096070  0.07
H: -9.293890 -17.713440 -19.578230  0.02
O: -2.987200 -17.546530 -23.789220  -0.33
S: -4.019530 -18.594850 -23.614180  0.69
O: -4.071700 -19.850020 -24.356850  -0.29
O: -4.122810 -18.867220 -21.979480  -0.27
C: -3.216220 -19.903610 -21.518090  -0.28
C: -1.786810 -19.461100 -21.364370  -0.07
C: -5.705980 -17.854140 -23.717800  -0.10
H: -3.176260 -20.823610 -22.101270  0.11
H: -3.747880 -20.209970 -20.617210  0.12
H: -1.400010 -19.161090 -22.338270  0.07
H: -1.183750 -20.283920 -20.980460  0.08
H: -1.695540 -18.582310 -20.726010  0.07
H: -6.396190 -18.600880 -23.325280  0.06
H: -5.927440 -17.442660 -24.702560  0.07
H: -5.696610 -17.021080 -23.014940  0.04
O: -3.988560 -12.049000 -25.186440  -0.34
S: -4.481270 -12.983780 -26.226130  0.75
O: -4.929390 -12.528320 -27.595980  -0.32
O: -3.367260 -14.212430 -26.529820  -0.28
C: -2.593480 -14.662420 -25.411650  -0.26
C: -1.359630 -13.713290 -25.229280  -0.05
C: -5.756630 -13.968290 -25.326900  -0.08
H: -2.174020 -15.666190 -25.479440  0.11
H: -3.137170 -14.575300 -24.470950  0.07
H: -0.599940 -14.020070 -25.948210  0.07
H: -0.899370 -13.725600 -24.241300  0.05
H: -1.694340 -12.691750 -25.409640  0.06
H: -5.394940 -14.959310 -25.601040  0.06
H: -6.712300 -13.574170 -25.672540  0.06
H: -5.726630 -13.837940 -24.245130  0.05
O: -13.793020 -21.772720 -25.871110  -0.30
S: -14.765360 -20.713440 -26.144100  0.71
O: -16.205200 -20.947260 -25.996820  -0.30
O: -14.290820 -19.396600 -25.192760  -0.27
C: -12.992170 -18.964810 -25.292140  -0.30
C: -13.148910 -17.437820 -25.686240  -0.03
C: -14.544100 -19.958760 -27.773740  -0.10
H: -12.422030 -19.625550 -25.945180  0.08
H: -12.533630 -18.983520 -24.303460  0.12
H: -12.201590 -16.992990 -25.990890  0.07
H: -13.630250 -16.853830 -24.901780  0.08
H: -13.834700 -17.508830 -26.530490  0.05
H: -14.704840 -18.881140 -27.742160  0.06
H: -15.213300 -20.516660 -28.428740  0.07
H: -13.497110 -20.120490 -28.030150  0.07
O: -7.039330 -8.389920 -23.413240  -0.30
S: -7.500530 -9.654080 -22.854700  0.68
O: -8.412570 -9.731220 -21.668390  -0.33
O: -8.105570 -10.472780 -24.139270  -0.28
C: -8.986830 -11.583610 -23.928230  -0.27
C: -10.465560 -11.304090 -23.686690  -0.05
C: -6.055770 -10.709810 -22.563310  -0.11
H: -8.645450 -11.940230 -22.956430  0.09
H: -8.753500 -12.218340 -24.783080  0.11
H: -10.765590 -12.119130 -23.028070  0.06
H: -11.068960 -11.344590 -24.593540  0.08
H: -10.601480 -10.420380 -23.063250  0.07
H: -5.479990 -10.807250 -23.483680  0.06
H: -6.471940 -11.622510 -22.136820  0.06
H: -5.454500 -10.081210 -21.906470  0.07
O: -0.064480 -14.018390 -21.961290  -0.30
S: -0.588880 -13.578500 -20.669710  0.72
O: -0.076180 -12.416690 -20.036820  -0.28
O: -2.312120 -13.411760 -20.798910  -0.23
C: -3.036050 -14.554760 -21.029970  -0.37
C: -4.266410 -14.291820 -21.792180  -0.05
C: -0.632830 -15.013810 -19.389570  -0.08
H: -3.295440 -14.945120 -20.045880  0.11
H: -2.532940 -15.442450 -21.413340  0.12
H: -4.262130 -14.528550 -22.856150  0.05
H: -4.611060 -13.258920 -21.742850  0.08
H: -5.043750 -14.846340 -21.266490  0.09
H: -1.542230 -14.851690 -18.810950  0.05
H: 0.200690 -15.165590 -18.703770  0.06
H: -0.850850 -15.961240 -19.882460  0.04
O: -7.429900 -20.442970 -26.100680  -0.29
S: -8.857650 -20.323910 -25.798640  0.67
O: -9.683010 -19.517550 -26.618730  -0.28
O: -9.419350 -21.895490 -26.084940  -0.26
C: -10.767190 -22.201930 -26.122450  -0.32
C: -11.305310 -23.648810 -26.361150  -0.06
C: -9.233850 -20.055460 -24.004910  -0.08
H: -11.272710 -21.547400 -26.832480  0.09
H: -11.131910 -21.995220 -25.116290  0.10
H: -12.374880 -23.843140 -26.281520  0.06
H: -10.941550 -24.302180 -25.568130  0.07
H: -10.963220 -24.067560 -27.307580  0.07
H: -8.622160 -19.236380 -23.626710  0.04
H: -8.937140 -20.965250 -23.483050  0.07
H: -10.318790 -19.951500 -24.019110  0.05
C: -9.130390 -14.753400 -19.295750  -0.30
S: -9.580190 -14.066550 -17.650090  0.86
O: -8.297440 -14.067860 -16.802910  -0.59
C: -9.900180 -12.413990 -18.406160  -0.27
H: -8.453810 -15.606970 -19.253920  0.04
H: -8.660940 -14.065980 -19.999440  0.04
H: -9.940310 -15.204390 -19.869120  0.03
H: -10.454850 -12.558590 -19.333260  0.04
H: -9.130050 -11.731440 -18.765520  0.06
H: -10.577330 -11.923320 -17.707010  0.03

Forces on the atoms, in the same order (eV/Å):
As -0.03 1.49 -0.06
F -0.05 -1.60 -1.28
F 0.13 1.28 -1.41
F -0.54 0.78 0.62
F -0.21 -1.18 0.61
F -1.61 -0.72 -0.97
F 2.46 -0.08 2.39
O -2.56 2.72 1.97
S 0.39 -0.97 0.90
O 2.62 -0.77 0.63
O 2.01 0.99 -1.05
C -0.05 -1.95 0.22
C 0.09 1.50 -1.08
C -0.19 -1.04 -1.23
H -1.78 0.26 0.84
H -0.24 -0.10 -0.11
H 0.10 -0.01 -0.86
H -0.01 -0.02 0.12
H -0.05 -0.09 0.33
H 0.17 -0.16 -0.54
H -0.63 -0.28 -0.49
H 0.15 -0.05 0.19
O -1.56 -2.27 -0.08
S -1.44 1.47 0.05
O 1.05 1.57 1.13
O 0.92 -0.67 -2.02
C -0.49 -0.57 0.84
C -0.02 0.66 0.02
C 1.30 0.21 0.73
H -0.65 0.30 -0.76
H 0.57 0.10 0.42
H 0.10 -0.14 -0.03
H 0.00 0.06 0.06
H 0.03 -0.09 0.20
H 0.08 0.00 -0.50
H 0.09 -0.57 -0.04
H 0.02 0.03 0.04
O -0.37 -1.23 -2.37
S -0.20 0.75 -0.59
O 1.48 -1.47 4.33
O -1.16 1.08 -0.14
C 1.89 1.81 1.74
C -0.51 -0.31 -0.52
C 0.83 0.66 -0.87
H -0.92 -0.16 -0.73
H -0.46 -0.31 -0.23
H 0.07 0.31 -0.11
H -0.27 -0.36 0.08
H 0.23 -0.05 -0.10
H -1.12 -0.24 -0.06
H -0.03 -0.76 -0.29
H 0.42 0.27 -0.21
O -1.56 1.35 -0.74
S -0.04 0.89 1.24
O 2.57 0.55 0.28
O -3.86 -3.14 -0.60
C 1.55 2.47 0.37
C 0.51 -1.72 -0.71
C 0.68 -0.75 0.44
H 0.31 0.52 -0.27
H 0.07 -0.36 0.10
H -0.12 0.04 0.13
H 0.20 -0.26 0.09
H 0.08 0.63 -0.15
H -0.46 -0.33 0.13
H 0.10 0.27 -0.07
H -0.07 -0.10 -0.21
O -0.89 -1.48 1.05
S -0.65 -0.32 -0.05
O 2.05 0.23 -2.91
O 0.08 2.26 0.48
C 0.24 0.11 1.28
C 0.34 -0.36 0.02
C -0.71 1.34 0.10
H 0.08 -1.14 -0.33
H -0.31 -0.24 0.48
H -0.30 -0.22 -0.23
H -0.03 0.39 0.14
H -0.01 0.25 -0.45
H -0.39 -0.28 -0.11
H 0.52 -0.01 0.05
H 0.01 -0.50 0.49
O -0.89 0.51 2.07
S -1.62 -2.67 -0.44
O -0.32 0.29 -0.03
O 4.42 1.81 -0.03
C -0.39 -2.30 1.07
C -1.77 0.41 -0.39
C -0.83 0.30 -0.81
H -0.51 0.11 0.35
H 0.76 0.41 -0.78
H 0.25 -0.30 0.23
H 0.33 0.18 0.25
H -0.33 -0.23 -0.55
H 0.18 0.52 0.14
H 0.28 0.69 -0.50
H 0.38 0.18 -0.48
O -2.40 0.32 1.12
S 1.64 -2.76 -0.39
O -0.69 1.13 -0.17
O 2.83 0.16 0.15
C -3.25 0.36 0.90
C 1.90 -0.55 0.10
C 0.53 -1.01 -1.40
H -0.04 0.16 0.01
H -0.58 0.41 0.04
H -0.11 1.20 -0.20
H 0.51 -0.08 -0.01
H 0.05 0.02 -0.07
H -0.55 0.21 -0.31
H -0.09 -0.05 -0.12
H 0.20 0.42 0.42
C 0.35 -0.98 -0.61
S 2.54 0.35 -0.82
O -1.95 0.18 -1.20
C -1.04 0.15 0.14
H 0.30 0.14 0.82
H -0.01 0.39 0.47
H -0.68 0.46 0.43
H -0.38 -0.54 0.13
H 0.76 -0.46 0.75
H 0.21 0.31 -0.02

Frontier orbital gap: 9.18 eV
DFT total energy: -8589.186955 hartree
2S+1: 1
LUMO energy: 0.0623 hartree
Net charge: -1
F_max: 0.0976 Eh/bohr
Energy relative to the best compared isomer or geometry (same formula, charge and spin): 149.1 kcal/mol

=====

> Among the records above, which one has the lowest net charge?

C51H50CrN7O14Se

=====

> Which value of 2S+1 does entry 1 give?

2

=====

> What is the formula in the first record?

C51H50CrN7O14Se